This record from the Open Molecules 2025 dataset describes a molecular structure, C23H49IrN4OP3. The level of theory is the ωB97M-V functional and the def2-TZVPD basis.

Structure (XYZ):
```
81
Properties=species:S:1:pos:R:3:forces:R:3:lowdin_spin:R:1
Ir 0.88332 1.38403 0.64765 -2.056 -3.237 0.596 0.865
P 2.04474 -0.35975 1.60525 0.897 0.385 0.526 0.011
P 2.48825 2.30819 -0.34599 2.927 0.920 -0.203 0.018
P -1.24920 -4.30431 -1.03010 1.550 -1.866 0.370 0.520
H 0.36464 2.65751 -3.68934 0.125 -0.666 0.512 0.019
C 0.28192 1.72939 -3.08722 -0.156 -0.440 -2.681 0.665
C -1.11129 1.38049 -2.88430 -2.489 0.590 -0.901 0.182
H -1.55071 1.75899 -1.95029 0.147 0.102 -0.010 0.028
C 2.97229 -1.50870 0.53471 0.006 0.250 -0.292 0.002
C 3.27242 0.38182 2.76087 -0.194 -0.193 -0.088 0.001
C 1.11591 -1.54707 2.66813 -0.165 -0.071 -0.092 0.003
C 1.82130 3.10524 -1.78281 0.743 0.234 0.080 0.085
C 2.67564 3.54536 0.99018 0.273 -0.231 -0.272 0.026
C 4.07809 1.57958 -0.72481 0.332 0.342 -0.200 -0.001
C -2.60397 -3.49582 -2.04874 -0.405 -0.657 0.097 0.061
C -0.99234 -4.34766 0.78472 -0.852 -0.240 0.429 0.062
C 0.45350 -4.44099 -1.71126 0.010 0.019 -0.723 0.067
H 1.02443 0.98884 -3.42181 -0.409 0.064 0.180 0.031
H -1.65283 1.93396 -3.70289 0.040 -0.367 0.868 0.019
H 3.68995 -2.08752 1.13186 -0.204 0.181 0.005 0.000
H 3.52529 -0.97639 -0.24616 -0.133 -0.196 0.175 0.000
H 2.26516 -2.21380 0.08349 0.096 0.105 -0.011 0.001
H 3.81481 -0.41226 3.29965 -0.167 0.187 -0.250 0.000
H 2.74472 0.98830 3.50947 0.080 -0.103 -0.171 0.001
H 3.99213 1.01737 2.23163 -0.164 -0.234 0.164 0.000
H 1.45256 -2.57533 2.48137 0.099 0.306 -0.153 0.000
H 0.04078 -1.50421 2.46692 0.449 -0.112 0.266 0.001
H 1.31384 -1.36772 3.73253 -0.170 0.196 -0.242 0.000
H 2.43693 3.92395 -2.13730 0.080 0.387 0.001 0.006
H 0.79787 3.43501 -1.57212 0.285 0.236 -0.062 0.008
H 1.78109 2.32294 -2.55892 0.796 0.879 0.829 0.026
H 3.33133 4.33925 0.63336 -0.060 0.303 0.270 0.006
H 3.09676 3.06400 1.87895 0.081 0.271 -0.159 0.002
H 1.68495 3.94545 1.24654 0.229 0.280 -0.058 0.003
H 4.71266 2.34965 -1.17688 0.142 -0.255 0.032 0.000
H 3.94696 0.75178 -1.43073 0.101 0.230 0.029 0.000
H 4.55413 1.20665 0.19131 -0.053 0.141 -0.309 0.000
H -3.50016 -4.12408 -1.91358 0.246 0.162 -0.335 0.017
H -2.20582 -3.47018 -3.07880 -0.223 -0.444 0.348 0.001
H -2.79469 -2.45354 -1.74921 -0.297 -0.742 0.145 0.015
H -1.48408 -5.22079 1.23292 -0.215 0.084 -0.183 0.017
H -1.41708 -3.46069 1.25808 -0.061 -0.021 -0.014 0.011
H 0.06719 -4.46600 1.05394 -0.197 0.213 -0.638 0.001
H 0.45243 -4.93197 -2.68737 -0.061 -0.055 0.035 0.007
H 1.09895 -5.01808 -1.03568 -0.465 0.001 -0.032 0.001
H 0.92272 -3.44957 -1.85702 -0.409 -0.502 0.211 0.024
C -0.66852 -0.93760 -2.21502 -0.374 -0.895 0.850 0.384
C 0.56738 -1.29684 -2.75975 0.458 -0.937 0.611 0.326
C 0.54585 -1.69400 -4.08409 1.022 -0.247 -1.641 0.251
C -0.53766 -1.33953 -4.89516 2.095 -1.653 -0.845 0.222
C -1.55974 -0.60265 -4.38201 -1.065 1.352 -0.535 0.394
C -1.58196 -0.09823 -3.00000 -0.024 0.709 0.303 0.125
O -1.16927 -1.51571 -1.13225 0.407 -1.159 1.064 0.314
H -1.16511 -2.71306 -1.07584 0.838 4.789 -0.201 0.065
H 1.45563 -1.45169 -2.12786 -0.440 0.023 -0.246 0.014
H 1.39013 -2.22561 -4.52466 -0.062 0.367 0.092 0.007
H -0.49470 -1.65967 -5.95400 -0.303 0.362 0.658 0.003
H -2.29026 -0.26252 -5.10039 -0.697 -0.080 0.240 0.017
H -2.59479 -0.19164 -2.58920 0.048 0.237 -0.132 0.008
C -1.68596 2.50725 1.14748 -1.646 -0.295 0.962 0.005
N -0.93820 1.25347 1.60791 -0.514 -0.128 0.343 0.012
C -1.91107 0.08088 1.55895 -1.137 0.981 0.900 0.008
N -3.05937 0.36055 2.45486 1.043 0.395 -0.050 0.004
C -3.72776 1.61266 2.05846 0.045 0.215 -0.734 0.000
N -2.83702 2.80845 2.05817 1.230 -1.282 -0.298 0.000
C -2.29805 2.94462 3.42531 0.159 0.458 0.163 0.000
N -1.62542 1.72311 3.90175 0.576 0.117 -0.850 0.003
C -0.47493 1.44215 3.02309 -1.893 0.073 1.466 0.013
C -2.55293 0.59261 3.82676 0.027 -0.427 0.177 0.001
H -2.11781 2.26024 0.15557 0.441 0.419 0.379 0.002
H -1.00136 3.38047 1.14937 -0.223 -0.390 -0.142 0.000
H -1.39340 -0.83390 1.90341 -0.444 0.617 -0.345 0.001
H -2.29010 -0.01803 0.52841 0.314 -0.020 0.364 0.002
H -4.58333 1.80518 2.70984 0.208 -0.061 0.012 0.000
H -4.09633 1.48356 1.04745 -0.245 0.029 -0.258 0.000
H -1.58566 3.77258 3.43653 0.044 -0.027 0.038 0.000
H -3.10058 3.22508 4.10795 -0.053 -0.204 -0.063 0.000
H -0.05006 0.49270 3.37987 0.122 0.482 -0.205 0.000
H 0.24451 2.28159 3.07988 -0.217 -0.309 -0.044 0.006
H -3.38975 0.76810 4.50482 -0.014 0.073 -0.177 0.000
H -2.05988 -0.31589 4.17425 0.146 -0.019 0.055 0.000
```
Forces are in eV/Å.

- frontier orbital gap (alpha / beta) (eV) = 6.416 / 3.594
- charge = +4
- ΔE to the lowest compared entry with this formula, charge and spin (kcal/mol) = 47.3
- 2S+1 = 6
- E (eV) = -63308.2254

This record from the Open Molecules 2025 dataset describes a molecular structure, C23H49N2O2P3Tm. The level of theory is the ωB97M-V functional and the def2-TZVPD basis.

Structure (XYZ):
```
80
Properties=species:S:1:pos:R:3:forces:R:3:lowdin_spin:R:1
Tm 0.09901 -0.42894 -0.17356 8.649 -0.463 6.691 2.007
P 1.35575 -0.24908 2.48294 0.412 0.273 0.762 -0.002
P 2.40733 -1.78588 -0.87787 1.400 -0.857 -0.890 -0.004
P -1.36635 -2.18633 1.35675 -1.631 -0.882 0.470 -0.003
H -3.41648 2.69625 -2.08022 -0.560 -0.143 0.127 0.000
C -4.06166 1.91797 -1.65301 0.529 -0.355 0.554 0.000
C -4.33569 1.87619 -0.33770 0.363 -0.187 -0.392 0.000
H -4.00791 2.67077 0.34222 -0.251 -0.296 -0.308 0.000
C 2.60670 1.09138 2.50432 0.152 0.162 -0.223 0.000
C 2.33874 -1.61749 3.20481 -0.014 -0.211 -0.137 0.000
C 0.34256 0.26562 3.92209 -0.200 0.003 0.024 0.000
C 2.61533 -1.84118 -2.69563 -0.233 0.207 -0.171 0.000
C 4.08651 -1.26779 -0.36121 -0.084 0.408 0.322 0.000
C 2.44029 -3.57494 -0.48852 -0.530 -0.035 0.340 -0.001
C -2.90574 -1.33938 1.88453 0.020 0.244 0.076 0.001
C -0.93160 -3.11660 2.86754 0.530 0.026 0.149 -0.001
C -2.05294 -3.55132 0.35561 0.143 -0.114 -0.305 -0.001
H -4.39157 1.12636 -2.33583 -0.001 0.431 0.249 0.000
H -4.89529 1.04736 0.11224 -0.027 0.459 -0.238 0.000
H 2.11979 2.07288 2.57788 0.081 -0.211 -0.052 0.000
H 3.21418 1.07283 1.58998 -0.035 0.043 0.227 0.000
H 3.26831 0.96059 3.37307 -0.192 0.124 -0.256 0.000
H 2.96121 -2.09029 2.43449 -0.081 0.059 0.246 0.000
H 1.68240 -2.38149 3.63797 0.204 0.170 -0.089 0.000
H 2.99228 -1.21377 3.99099 -0.212 -0.177 -0.182 0.000
H -0.14275 1.22818 3.71551 0.132 -0.243 0.113 0.000
H 0.98502 0.37924 4.80771 -0.181 -0.043 -0.246 0.000
H -0.43954 -0.47030 4.14281 0.194 0.223 0.019 0.000
H 1.68220 -2.16288 -3.17609 0.322 -0.019 0.087 0.000
H 3.41517 -2.54853 -2.95645 -0.197 0.223 0.085 0.000
H 2.87783 -0.84384 -3.07401 -0.043 -0.250 0.030 0.000
H 4.80988 -2.05369 -0.62367 -0.270 0.209 0.027 0.000
H 4.12633 -1.09166 0.72200 0.089 -0.074 -0.284 0.000
H 4.36696 -0.33818 -0.87553 -0.038 -0.253 0.143 0.000
H 3.31128 -4.04098 -0.97253 -0.252 0.210 0.146 0.000
H 1.52257 -4.05104 -0.86130 0.262 0.019 0.072 0.000
H 2.49520 -3.73093 0.59723 0.030 -0.036 -0.265 0.000
H -3.63166 -2.08836 2.23197 0.177 0.229 -0.077 0.000
H -3.34727 -0.76724 1.05547 0.041 -0.148 0.216 0.000
H -2.68569 -0.64442 2.70728 -0.123 -0.141 -0.200 0.000
H -1.73884 -3.82683 3.09577 0.158 0.259 -0.128 0.000
H -0.78519 -2.45941 3.73209 -0.053 -0.182 -0.227 0.000
H -0.00729 -3.68372 2.70029 -0.225 0.045 0.080 0.000
H -2.79998 -4.09133 0.95363 0.200 0.118 -0.173 0.000
H -1.24675 -4.24344 0.07897 -0.226 0.063 0.041 0.000
H -2.52505 -3.18200 -0.56298 0.108 -0.114 0.213 0.000
C -1.83233 -1.24619 -2.63989 -0.698 -0.424 -0.131 0.001
C -1.14229 -1.70982 -3.73110 0.333 -0.503 -0.837 0.002
C -1.76608 -2.66454 -4.54676 -0.362 0.283 0.215 -0.001
C -3.08861 -3.04442 -4.26145 0.370 -0.098 -0.171 0.003
C -3.79398 -2.47357 -3.19788 0.146 0.532 0.102 0.000
C -3.16774 -1.52614 -2.37077 0.119 -0.443 -0.090 0.002
O -0.95387 -0.69868 -1.69404 -4.960 1.595 -0.576 0.005
H -1.44627 -0.00893 -0.68824 -3.444 -0.561 -5.363 -0.004
H -0.11733 -1.36126 -3.90101 -0.456 -0.263 -0.053 0.000
H -1.22325 -3.09919 -5.39074 -0.278 0.204 0.293 0.000
H -3.57478 -3.79222 -4.89059 0.137 0.250 0.208 0.000
H -4.83270 -2.75972 -3.00575 0.406 0.183 -0.129 0.000
H -3.68572 -1.02351 -1.55295 0.107 -0.276 -0.094 0.000
C 2.36503 2.28075 -1.61217 0.080 -0.240 -0.148 0.000
N 1.58829 3.26375 -0.86858 0.052 -0.893 0.078 0.000
C 2.16793 4.59393 -0.71666 0.389 0.325 0.156 0.000
C 1.09006 5.56359 -0.31927 -0.124 0.734 -0.336 0.000
C 0.34890 5.06883 0.89157 0.221 0.350 0.242 0.000
N -0.13268 3.71806 0.63002 0.088 -0.818 0.169 0.000
C -1.20401 3.20215 1.46839 -0.400 -0.153 0.215 0.000
C 0.54745 2.86407 -0.13452 -0.152 0.449 0.134 0.000
O 0.17563 1.61299 -0.15870 0.230 0.921 -0.199 -0.003
H 1.71080 1.65950 -2.23982 0.169 0.218 0.077 0.000
H 2.95189 1.62527 -0.94443 -0.134 0.237 -0.127 0.000
H 3.06225 2.82109 -2.26325 -0.221 -0.229 0.162 0.000
H 2.97030 4.58019 0.04040 -0.171 -0.133 -0.232 0.000
H 2.61727 4.86571 -1.67455 -0.088 0.036 0.139 0.000
H 0.38938 5.69360 -1.15017 0.064 0.041 0.065 0.000
H 1.53448 6.53920 -0.10590 -0.069 -0.112 -0.059 0.000
H -0.52073 5.69001 1.11481 0.146 -0.017 -0.077 0.000
H 1.00964 5.08089 1.77529 -0.266 -0.113 -0.158 0.000
H -0.83218 2.46173 2.19504 -0.106 0.289 -0.208 0.000
H -1.63670 4.04663 2.01682 0.077 -0.312 -0.148 0.000
H -1.98566 2.73389 0.85481 0.255 0.173 0.217 0.000
```
Forces are in eV/Å.

- frontier orbital gap (alpha / beta) (eV) = 6.490 / 6.418
- charge = +3
- 2S+1 = 3
- E (eV) = -89091.6482